The following is a DFT calculation (ωB97M-V/def2-TZVPD) of a structure of composition C8H14ClMoN2O3S2.

```
31
Properties=species:S:1:pos:R:3:nbo_charge:R:1
Mo 0.267 0.196 0.141 1.229
Cl -3.343 1.667 -1.394 0.081
S -0.529 -1.948 0.007 0.466
S 1.357 -0.423 2.037 0.516
O 1.617 0.246 -1.132 -0.589
O -0.150 2.249 -0.589 -0.584
O -1.245 1.114 0.860 -0.567
N 2.231 0.470 -3.306 -0.492
N 3.177 1.811 -1.659 -0.720
C 1.379 -0.624 -3.803 -0.421
C 2.358 0.870 -2.073 0.801
C -0.876 -1.960 1.663 -0.040
C -1.252 2.140 -0.024 0.821
C -2.520 2.838 -0.339 -0.504
C -2.106 -2.649 2.122 -0.712
C 0.030 -1.304 2.602 -0.047
C -0.204 -1.373 4.063 -0.705
H -2.977 -2.257 1.588 0.304
H 0.440 -0.640 -3.257 0.204
H -3.109 3.017 0.559 0.295
H 1.166 -0.420 -4.848 0.274
H -2.320 3.761 -0.879 0.296
H -2.274 -2.565 3.190 0.277
H 3.237 2.069 -0.686 0.445
H 3.794 2.297 -2.299 0.461
H -0.274 -2.426 4.360 0.308
H -1.161 -0.903 4.318 0.298
H -2.038 -3.711 1.850 0.315
H 0.590 -0.889 4.628 0.286
H 2.829 0.920 -3.991 0.454
H 1.907 -1.572 -3.712 0.250
```

- molecular weight (g/mol) = 381.74
- F_max (eV/A) = 0.73
- electronic energy (hartree) = -1972.1666
- charge = +3
- energy above the lowest of the compared OMol25 structures with the same formula, charge and spin (kcal/mol) = 27.0
- E_HOMO (Ha) = -0.7461

The following is a DFT calculation (ωB97M-V/def2-TZVPD) of a cluster of 2 separate species, C3H10N2O in total at a distorted geometry.

```
16
Properties=species:S:1:pos:R:3:nbo_charge:R:1
O -1.713 -0.035 2.092 -0.714
N -0.314 1.373 0.011 -0.505
N 0.354 1.259 -1.184 -0.423
C -0.515 -0.445 1.363 0.222
C -0.790 -1.528 0.398 -0.710
C 1.665 0.739 -1.279 -0.413
H 0.090 1.957 0.676 0.331
H -1.501 -1.189 -0.370 0.214
H 0.201 -1.466 -0.191 0.226
H 2.252 1.321 -0.588 0.199
H -1.091 -2.500 0.801 0.232
H -2.484 -0.037 1.374 0.475
H 1.798 -0.445 -1.054 0.148
H -0.267 0.683 -1.799 0.340
H 0.300 -0.557 2.042 0.173
H 2.015 0.870 -2.294 0.205
```

- molecular weight (g/mol) = 90.13
- F_max (eV/A) = 4.33
- electronic energy (hartree) = -304.8819
- charge = 0
- energy above the lowest of the compared OMol25 structures with the same formula, charge and spin (kcal/mol) = 121.0
- E_HOMO (alpha / beta) (Ha) = -0.2781 / -0.2708

The following is a DFT calculation (ωB97M-V/def2-TZVPD) of a structure of composition C4H6O2.

```
12
Properties=species:S:1:pos:R:3:nbo_charge:R:1
O 1.400 -1.765 -0.483 -0.621
O -1.563 0.407 -0.213 -0.465
C 1.408 0.662 -0.159 -0.665
C -0.472 -1.017 -0.618 -0.059
C -1.207 0.842 0.884 0.299
C 0.927 -0.589 -0.396 0.317
H 0.820 1.549 -0.371 0.199
H -1.388 1.895 1.144 0.170
H -0.735 0.207 1.641 0.169
H -0.718 -1.311 -1.639 0.228
H -0.871 -1.680 0.141 0.207
H 2.459 0.806 0.077 0.222
```

- molecular weight (g/mol) = 86.09
- F_max (eV/A) = 0.55
- electronic energy (hartree) = -306.3293
- charge = 0
- energy above the lowest of the compared OMol25 structures with the same formula, charge and spin (kcal/mol) = 111.1
- E_HOMO (alpha / beta) (Ha) = -0.2914 / -0.2914

The following is a DFT calculation (ωB97M-V/def2-TZVPD) of a cluster of 2 separate species, C4H6O2 in total.

```
12
Properties=species:S:1:pos:R:3:nbo_charge:R:1
O 0.973 0.450 -1.267 -0.499
O 2.302 0.446 1.578 -0.508
C 1.944 -0.440 0.849 0.295
C -0.091 0.275 -0.731 0.595
C -1.379 -0.412 -0.781 -0.536
C -1.115 0.795 0.178 -0.530
H -1.105 0.561 1.242 0.248
H 0.934 -0.904 0.933 0.082
H 2.555 -0.865 0.033 0.128
H -1.958 -0.263 -1.687 0.241
H -1.522 1.772 -0.062 0.242
H -1.522 -1.376 -0.299 0.242
```

- molecular weight (g/mol) = 86.09
- F_max (eV/A) = 0.63
- electronic energy (hartree) = -306.3872
- charge = 0
- SMILES = O=C1CC1.C=O
- energy above the lowest of the compared OMol25 structures with the same formula, charge and spin (kcal/mol) = 74.7
- E_HOMO (Ha) = -0.3562

The following is a DFT calculation (ωB97M-V/def2-TZVPD) of a cluster of 2 separate species, C4H5I in total at a distorted geometry.

```
10
Properties=species:S:1:pos:R:3:nbo_charge:R:1
I 1.217 -1.981 -0.638 0.124
C -0.489 -0.783 -0.793 -0.337
C 0.996 1.031 1.992 -0.781
C -0.220 1.104 1.525 0.196
C -1.140 -0.573 -1.899 -0.410
H -1.163 -1.251 -2.800 0.207
H 1.199 1.836 2.727 0.299
H -0.432 0.055 0.092 0.198
H -1.810 0.189 -2.169 0.218
H 1.843 0.373 1.961 0.286
```

- molecular weight (g/mol) = 179.99
- F_max (eV/A) = 3.93
- electronic energy (hartree) = -452.8938
- charge = 0
- energy above the lowest of the compared OMol25 structures with the same formula, charge and spin (kcal/mol) = 96.9
- E_HOMO (Ha) = -0.3395

Question: Among the records above, which one has the highest electronic energy?
Answer: C3H10N2O

Copy entry 4 word for word.
The following is a DFT calculation (ωB97M-V/def2-TZVPD) of a cluster of 2 separate species, C4H6O2 in total.

```
12
Properties=species:S:1:pos:R:3:nbo_charge:R:1
O 0.973 0.450 -1.267 -0.499
O 2.302 0.446 1.578 -0.508
C 1.944 -0.440 0.849 0.295
C -0.091 0.275 -0.731 0.595
C -1.379 -0.412 -0.781 -0.536
C -1.115 0.795 0.178 -0.530
H -1.105 0.561 1.242 0.248
H 0.934 -0.904 0.933 0.082
H 2.555 -0.865 0.033 0.128
H -1.958 -0.263 -1.687 0.241
H -1.522 1.772 -0.062 0.242
H -1.522 -1.376 -0.299 0.242
```

- molecular weight (g/mol) = 86.09
- F_max (eV/A) = 0.63
- electronic energy (hartree) = -306.3872
- charge = 0
- SMILES = O=C1CC1.C=O
- energy above the lowest of the compared OMol25 structures with the same formula, charge and spin (kcal/mol) = 74.7
- E_HOMO (Ha) = -0.3562